This record from the Open Molecules 2025 dataset describes a cluster of 4 separate species, C24H33F6O15PS in total in a non-equilibrium geometry. The level of theory is ωB97M-V/def2-TZVPD.

## Properties
Net charge ... 0
Orbital gap ... 6.1 eV
SMILES string ... CCP(C)[C@@H]1CC[C@H](C(=O)C(F)(F)C(F)(F)C(F)(F)C(=O)O)S(=O)(=O)O1.C[C@@H]1COC(=O)O1.C[C@@H]1COC(=O)O1.C[C@@H]1COC(=O)O1
Relative energy (zero: lowest compared OMol25 entry of this formula, charge and spin) ... 1041.8 kJ/mol

Element x y z (Å)
H (5.30780, -3.30903, -5.08291)
C (7.18435, -1.26844, -3.82683)
H (2.56175, 5.02228, 3.31967)
C (2.22771, -0.89729, 1.52402)
O (0.37276, 1.31339, 3.24519)
H (0.10149, -0.71509, -0.85838)
H (7.90329, -1.16396, -3.00735)
C (5.97368, 1.54433, 1.34213)
F (-6.24541, -0.97078, 3.01444)
H (2.47508, -1.93372, 0.99690)
O (-8.08976, 1.78267, 1.17229)
O (5.29420, 4.17975, -0.83000)
P (3.89790, -0.23818, 2.27575)
C (-6.38365, -0.17108, 1.77494)
F (-6.71212, -1.13236, 0.66109)
H (5.95903, -0.71829, 0.89157)
H (6.33210, 1.49320, 2.47023)
H (6.40789, -3.08797, -2.96551)
C (2.06516, 5.07364, 2.34494)
F (-5.15161, 2.06526, 1.75107)
F (-3.64647, 0.41867, 3.40187)
H (4.67009, 0.32086, -0.17871)
H (1.97387, 6.77377, -0.17784)
O (1.36385, -1.18454, 2.67327)
C (3.02846, 5.58755, 1.29373)
C (1.70184, 0.26997, 0.50732)
C (-0.92193, -0.25185, 1.18209)
O (-6.40654, -6.37534, -3.06196)
H (-6.76052, -2.81895, -0.73696)
H (-8.73431, -1.47003, -2.42016)
H (5.24714, 2.46114, 1.23116)
C (-2.27219, 0.67485, 1.17633)
H (1.90955, 1.35853, 0.95162)
C (6.03106, -2.15476, -3.40084)
C (-5.03561, 0.64168, 1.31588)
C (0.15933, 0.10701, -0.02002)
H (-1.15736, -1.41481, 1.04656)
O (5.23335, -1.50079, -2.42554)
C (-8.12648, -3.54527, -2.25070)
F (-3.56235, -1.44687, 1.91751)
O (-6.15960, -4.55274, -1.70021)
O (3.47963, 5.57000, -0.93849)
O (-7.91606, -4.65649, -3.10868)
H (4.91949, -1.57302, -5.18550)
H (-6.15229, -2.62931, -2.40104)
C (-3.63071, 0.06225, 1.93346)
H (6.88611, 1.67395, 0.58865)
O (4.03859, 4.62560, 1.03010)
H (7.70515, -1.68066, -4.69600)
H (3.51388, 6.50824, 1.63884)
C (-6.79462, -5.29189, -2.65974)
O (-8.56248, 0.52193, 3.18913)
O (3.83670, -2.61765, -3.79729)
C (-6.74688, -3.26489, -1.73542)
H (3.62546, -1.88937, 4.16842)
H (1.73319, 4.05597, 2.11128)
C (-7.71344, 0.79855, 1.99567)
H (6.83672, -0.25733, -4.06607)
H (5.45758, -1.37326, 4.03751)
C (5.04871, -2.41950, -4.50190)
C (-8.72643, -2.38507, -3.01954)
H (-8.17344, -2.19896, -3.94690)
O (-0.91200, -0.72414, 3.90184)
O (-2.37113, 1.91315, 0.64410)
C (2.39422, 5.77205, -0.05205)
H (-9.75550, -2.61804, -3.31293)
C (4.50501, -1.67507, 3.39759)
H (-8.80077, -3.85784, -1.44446)
C (5.16168, 0.15790, 0.87685)
C (4.35541, 4.74183, -0.29241)
H (-0.15273, 1.14421, -0.49143)
H (4.65350, -2.66888, 2.79410)
C (3.94725, -1.90762, -2.63372)
F (-5.03195, 0.62113, -0.19416)
O (3.01678, -1.66823, -1.88325)
H (1.18873, 5.72203, 2.43482)
H (2.39593, 0.21088, -0.46035)
H (1.61947, 5.03025, -0.27572)
S (0.03923, -0.12746, 2.79799)
H (-8.93488, -0.41168, 3.01912)